Below is C42H106N2O12 as an isolated structure in a non-equilibrium geometry, with properties calculated with ωB97M-V/def2-TZVPD.

The calculation puts the orbital gap at 7.47 eV. Its total energy is -2673.9530 Eh. The value obtained for the max |F| is 14.93 eV/Å.

```
162
Properties=species:S:1:pos:R:3:mulliken_charge:R:1
C -2.081 35.373 12.032 -3.51
C -0.660 35.929 12.444 4.48
C -0.562 37.345 11.826 -1.51
C 0.731 38.078 12.201 -1.04
C 0.773 38.129 13.758 0.62
C 0.529 36.865 14.588 4.48
N -0.591 36.074 13.943 0.41
O -0.989 34.958 14.617 0.53
C 1.848 36.017 14.743 0.95
C 0.038 37.370 15.927 -2.05
C 0.472 35.034 11.753 -1.36
H -2.002 35.129 10.972 1.88
H -2.857 36.109 12.239 0.88
H -2.427 34.421 12.434 -1.65
H -0.586 37.278 10.738 -0.35
H -1.439 37.869 12.206 0.49
H 0.711 39.053 11.715 0.58
H 1.531 37.582 11.652 -2.43
H 0.035 38.883 14.033 0.22
H 1.760 38.573 13.891 0.39
H 1.789 35.168 15.423 -1.41
H 2.300 35.578 13.853 0.11
H 2.729 36.610 14.989 -1.39
H 0.232 36.589 16.661 0.00
H 0.586 38.276 16.185 -0.12
H -1.021 37.629 15.933 -0.11
H 0.417 34.016 12.139 -1.11
H 1.496 35.354 11.946 1.06
H 0.399 35.027 10.666 -0.09
H -1.831 35.265 14.959 -0.10
C -3.713 34.450 11.630 -1.07
C -3.633 33.634 12.938 -0.12
C -3.132 34.751 13.964 0.50
C -3.586 34.498 15.393 -0.07
C -5.062 34.205 15.502 -1.66
C -5.467 33.056 14.617 1.88
N -5.033 33.300 13.226 0.61
O -5.534 32.376 12.292 -0.51
C -4.982 31.701 15.048 -1.98
C -7.005 32.968 14.608 -1.96
C -2.545 32.595 12.996 0.07
H -4.566 35.126 11.681 0.67
H -3.638 33.780 10.774 0.55
H -2.847 35.079 11.419 0.33
H -2.051 34.875 13.893 -2.08
H -3.460 35.757 13.704 0.07
H -3.472 35.473 15.865 0.85
H -2.952 33.755 15.878 0.28
H -5.650 34.979 15.009 0.45
H -5.377 34.086 16.539 0.36
H -4.994 30.963 14.246 0.34
H -3.966 31.744 15.440 0.34
H -5.692 31.281 15.761 0.44
H -7.420 32.557 15.528 0.38
H -7.417 33.961 14.428 0.42
H -7.554 32.388 13.866 0.41
H -1.587 33.008 12.680 -1.65
H -2.794 31.734 12.376 0.08
H -2.579 32.017 13.919 0.97
H -6.233 32.888 11.880 0.37
O 0.496 34.252 9.514 -0.58
H -0.137 33.816 10.085 0.36
H 0.269 33.954 8.633 0.46
O -0.778 33.143 10.759 -0.24
H -1.370 33.509 11.416 -0.11
H -0.982 32.208 10.747 0.49
C 1.817 36.817 9.750 -0.40
C 0.738 36.369 8.743 1.05
C -0.611 36.526 9.257 -1.28
O 0.957 37.017 7.474 -0.67
H 1.831 36.265 10.689 0.18
H 1.532 37.841 9.990 1.05
H 2.836 36.915 9.374 0.40
H 0.976 35.313 8.611 -0.13
H -0.777 37.424 9.851 0.11
H -1.013 35.699 9.841 0.13
H -1.270 36.540 8.389 0.61
H 1.454 37.825 7.619 0.51
C 1.314 40.087 16.180 -1.14
C 2.447 39.722 17.161 -0.11
C 2.497 40.297 18.572 -1.55
O 2.180 38.359 17.467 -0.83
H 0.400 39.542 16.417 1.04
H 1.672 39.884 15.170 0.04
H 1.236 41.172 16.239 0.67
H 3.399 39.870 16.651 0.42
H 3.329 39.900 19.155 0.38
H 1.556 40.071 19.074 0.31
H 2.581 41.367 18.387 0.45
H 2.991 38.048 17.876 0.39
C 3.329 38.609 14.962 -2.69
C 4.228 38.012 13.848 -1.44
C 3.405 37.292 12.745 -1.01
O 5.098 39.019 13.379 -0.68
H 3.939 38.648 15.865 1.14
H 2.504 37.950 15.233 1.04
H 2.931 39.596 14.728 2.02
H 4.744 37.214 14.381 0.49
H 4.015 36.790 11.994 1.00
H 2.817 37.980 12.137 0.06
H 2.715 36.594 13.219 -0.97
H 4.592 39.690 12.915 0.43
C 0.970 32.931 15.842 -1.77
C 0.781 32.787 14.314 -1.39
C -0.707 32.757 13.974 -0.47
O 1.371 33.974 13.770 -0.42
H 1.937 33.337 16.137 0.39
H 0.744 31.984 16.333 0.54
H 0.337 33.700 16.285 0.20
H 1.158 31.813 14.004 0.56
H -1.065 33.689 13.538 2.78
H -1.244 32.416 14.860 0.88
H -0.828 31.947 13.254 0.43
H 0.760 34.681 13.992 -1.96
C 5.132 35.822 17.992 -1.83
C 4.547 36.791 17.044 0.18
C 3.310 36.289 16.398 0.57
O 4.411 38.009 17.749 -0.57
H 5.783 36.301 18.723 0.42
H 5.696 35.014 17.527 0.39
H 4.294 35.346 18.501 0.39
H 5.317 36.976 16.295 0.36
H 3.476 36.076 15.342 -0.51
H 2.489 37.001 16.481 0.31
H 2.914 35.356 16.799 1.00
H 4.070 37.729 18.602 0.49
C -1.098 37.209 18.246 -1.72
C -1.991 37.481 17.037 1.86
C -2.348 36.166 16.316 -1.15
O -3.149 38.031 17.421 -0.71
H -0.717 38.083 18.773 0.51
H -0.189 36.674 17.971 0.34
H -1.716 36.579 18.886 0.58
H -1.469 38.133 16.337 -0.49
H -3.051 36.383 15.512 -0.78
H -2.908 35.526 16.997 1.17
H -1.455 35.659 15.950 0.43
H -3.874 37.686 16.895 0.58
C -2.861 38.727 14.258 -1.89
C -2.036 40.043 14.400 -0.56
C -0.910 40.172 15.405 -1.72
O -1.479 40.317 13.097 -0.62
H -3.312 38.239 15.122 0.84
H -2.144 37.945 14.009 0.26
H -3.527 38.779 13.397 0.52
H -2.754 40.793 14.731 0.61
H -0.596 41.215 15.358 0.58
H -0.022 39.606 15.124 -0.29
H -1.133 39.905 16.439 0.98
H -0.857 41.006 13.342 0.43
C 1.661 32.636 11.402 -0.82
C 2.985 33.433 11.176 1.16
C 4.123 32.532 10.620 -1.61
O 2.626 34.375 10.091 -0.50
H 1.531 31.868 10.640 0.75
H 0.701 33.151 11.368 0.86
H 1.752 32.024 12.299 0.30
H 3.198 34.011 12.075 -0.43
H 4.840 33.018 9.958 0.37
H 3.676 31.691 10.090 0.33
H 4.769 32.338 11.476 0.43
H 1.706 34.591 10.261 -1.13
```

***

Below is a 9-piece molecular cluster, C42H107N5O14 overall in a non-equilibrium geometry, with properties calculated with ωB97M-V/def2-TZVPD.

The calculation puts the orbital gap at 8.82 eV. Its total energy is -2991.1625 Eh. The value obtained for the max |F| is 3.18 eV/Å.

```
168
Properties=species:S:1:pos:R:3:mulliken_charge:R:1
C -1.906 0.720 7.532 -1.12
C -1.349 1.999 6.982 0.46
C 0.110 2.029 6.543 -1.19
O -2.109 2.331 5.824 -0.53
H -2.919 0.948 7.861 0.31
H -1.243 0.496 8.368 0.33
H -1.784 -0.156 6.895 0.28
H -1.484 2.826 7.679 0.26
H 0.260 1.393 5.670 0.27
H 0.747 1.773 7.389 0.37
H 0.303 3.040 6.182 0.27
H -2.901 2.784 6.121 0.29
C -4.537 -5.387 -1.487 -1.41
C -4.292 -5.462 -2.973 0.74
C -4.097 -6.945 -3.404 -1.45
O -5.480 -4.997 -3.520 -0.55
H -3.636 -5.620 -0.919 0.38
H -5.246 -6.158 -1.187 0.33
H -4.871 -4.421 -1.108 0.34
H -3.438 -4.899 -3.350 0.18
H -4.993 -7.536 -3.218 0.38
H -3.365 -7.370 -2.717 0.36
H -3.799 -6.920 -4.452 0.40
H -5.563 -5.380 -4.397 0.29
C -5.833 -4.908 4.559 -1.13
C -6.265 -5.143 6.003 0.63
C -7.637 -4.692 6.464 -1.25
O -6.175 -6.511 6.245 -0.55
H -6.426 -5.622 3.989 0.32
H -4.775 -4.941 4.297 0.31
H -6.176 -3.894 4.351 0.26
H -5.580 -4.640 6.685 0.16
H -8.397 -5.172 5.849 0.31
H -7.834 -3.625 6.367 0.29
H -7.778 -4.927 7.519 0.36
H -6.321 -6.742 7.165 0.30
C -0.874 -1.114 -0.545 -1.24
C -0.666 -1.002 0.964 0.65
C 0.664 -1.535 1.504 -1.29
O -0.680 0.365 1.340 -0.49
H -0.621 -0.197 -1.077 0.32
H -1.922 -1.241 -0.819 0.29
H -0.241 -1.919 -0.918 0.30
H -1.472 -1.594 1.398 0.21
H 0.682 -2.614 1.353 0.39
H 0.782 -1.456 2.585 0.32
H 1.558 -1.168 1.001 0.27
H -1.247 0.559 2.089 0.26
C 4.979 8.961 0.203 -0.74
O 4.255 7.890 0.752 -0.29
C 3.818 8.055 2.089 -0.72
C 2.860 6.916 2.481 -0.58
N 1.615 7.123 1.767 -0.35
C 0.653 6.023 2.036 -0.63
C -0.606 6.297 1.254 -0.49
O -0.378 6.337 -0.146 -0.38
C -0.067 5.053 -0.756 -0.68
H 4.431 9.889 0.365 0.31
H 5.110 8.864 -0.874 0.24
H 5.967 9.022 0.659 0.28
H 3.348 9.031 2.209 0.39
H 4.696 7.986 2.732 0.44
H 2.950 6.894 3.567 0.39
H 3.407 6.050 2.107 0.32
H 1.906 7.148 0.800 0.28
H 0.430 6.091 3.100 0.40
H 1.069 5.027 1.885 0.29
H -1.103 7.216 1.566 0.33
H -1.297 5.481 1.467 0.36
H 0.122 5.210 -1.818 0.26
H -1.005 4.500 -0.802 0.30
H 0.718 4.484 -0.257 0.26
C 7.669 2.073 0.733 -0.70
O 8.521 3.044 1.235 -0.35
C 8.655 4.085 0.337 -0.46
C 9.624 5.137 0.925 -0.76
N 11.011 4.664 0.872 -0.31
C 11.568 4.847 -0.430 -0.54
C 13.023 4.365 -0.514 -0.62
O 13.193 2.951 -0.350 -0.31
C 14.198 2.317 -1.118 -0.76
H 7.611 1.216 1.403 0.25
H 8.142 1.686 -0.169 0.31
H 6.678 2.498 0.575 0.28
H 7.657 4.489 0.162 0.48
H 9.032 3.658 -0.592 0.31
H 9.266 5.351 1.932 0.31
H 9.559 6.073 0.369 0.38
H 11.071 3.689 1.128 0.28
H 11.553 5.935 -0.495 0.33
H 11.005 4.446 -1.272 0.28
H 13.676 4.905 0.171 0.33
H 13.316 4.660 -1.522 0.40
H 15.121 2.796 -0.789 0.32
H 14.136 2.393 -2.203 0.30
H 14.252 1.304 -0.721 0.25
C 4.385 -1.930 -2.808 -0.68
O 5.377 -2.957 -2.898 -0.31
C 5.066 -4.274 -2.346 -0.71
C 6.128 -5.351 -2.795 -0.47
N 7.402 -5.077 -2.034 -0.37
C 8.562 -5.851 -2.435 -0.71
C 8.228 -7.355 -2.707 -0.49
O 8.413 -8.030 -1.484 -0.31
C 8.396 -9.419 -1.653 -0.78
H 3.508 -2.318 -3.326 0.31
H 4.785 -1.115 -3.410 0.24
H 4.269 -1.583 -1.781 0.25
H 4.100 -4.595 -2.736 0.40
H 5.010 -4.350 -1.260 0.35
H 6.208 -5.175 -3.868 0.29
H 5.774 -6.331 -2.473 0.40
H 7.723 -4.132 -2.185 0.23
H 9.427 -5.665 -1.798 0.34
H 8.785 -5.501 -3.443 0.41
H 8.998 -7.632 -3.426 0.36
H 7.264 -7.570 -3.168 0.39
H 7.562 -9.783 -2.252 0.31
H 8.358 -9.941 -0.697 0.28
H 9.279 -9.826 -2.147 0.31
C -12.888 3.031 3.363 -0.79
O -11.652 2.457 3.684 -0.27
C -11.058 3.020 4.837 -0.59
C -9.786 2.136 5.125 -0.76
N -8.757 2.204 4.105 -0.38
C -7.675 1.238 4.267 -0.57
C -6.992 1.120 2.845 -0.67
O -7.972 0.478 2.023 -0.32
C -7.886 0.837 0.662 -0.77
H -12.803 4.049 2.982 0.32
H -13.680 3.203 4.091 0.30
H -13.204 2.328 2.592 0.24
H -11.760 3.070 5.670 0.45
H -10.767 4.041 4.591 0.31
H -10.041 1.094 5.317 0.37
H -9.335 2.423 6.075 0.44
H -9.282 1.952 3.279 0.28
H -8.053 0.256 4.551 0.29
H -6.978 1.596 5.025 0.39
H -6.027 0.618 2.779 0.48
H -6.727 2.114 2.485 0.37
H -8.332 1.827 0.578 0.31
H -8.409 0.150 -0.003 0.26
H -6.882 0.914 0.244 0.31
C -1.306 0.791 -6.747 -0.81
O -2.397 0.121 -6.131 -0.29
C -3.668 0.717 -6.483 -0.65
C -4.859 -0.305 -6.406 -0.73
N -5.022 -1.260 -7.514 -0.55
C -3.815 -2.119 -7.522 -0.24
C -4.163 -3.340 -8.344 -0.86
O -5.090 -4.198 -7.673 -0.23
C -5.367 -5.318 -8.507 -0.81
H -0.411 0.224 -6.489 0.26
H -1.183 1.828 -6.432 0.31
H -1.331 0.743 -7.835 0.35
H -3.549 1.087 -7.501 0.38
H -3.768 1.585 -5.830 0.41
H -5.828 0.147 -6.195 0.51
H -4.673 -0.852 -5.482 0.36
H -5.806 -1.860 -7.299 0.29
H -3.482 -2.451 -6.539 0.30
H -2.925 -1.642 -7.932 0.25
H -3.248 -3.922 -8.459 0.42
H -4.454 -3.020 -9.345 0.42
H -6.185 -5.919 -8.109 0.24
H -4.459 -5.922 -8.493 0.33
H -5.656 -4.994 -9.506 0.31
```